76
Properties=species:S:1:pos:R:3 method="wB97M-V/def2-TZVPD" e_above_lowest_kj_mol=38.50 total_charge=+1 lumo_ev="-3.99 / -3.99" multiplicity=2
Tc -0.60 1.03 0.17
C -4.28 -4.92 0.19
C -3.26 -3.86 0.52
C -1.90 -4.16 0.59
C -0.96 -3.16 0.76
C -1.31 -1.81 0.87
N -0.39 -0.79 0.92
C 1.77 -0.95 1.82
C 1.87 -1.76 2.94
C 2.83 -1.51 3.91
C 3.69 -0.43 3.78
C 4.75 -0.16 4.82
C 3.55 0.41 2.68
C 2.61 0.16 1.69
N 2.59 0.99 0.54
C 3.70 1.51 -0.05
C 3.30 2.22 -1.15
C 1.90 2.07 -1.18
N 1.48 1.32 -0.16
C -2.70 -1.53 0.91
C -3.63 -2.54 0.71
N -3.19 -0.22 1.19
C -4.30 0.09 1.90
C -4.36 1.46 1.99
C -3.23 1.93 1.31
N -2.53 0.90 0.83
H -3.97 -5.89 0.59
H -4.37 -5.02 -0.89
H -5.26 -4.68 0.59
H -1.58 -5.18 0.49
H 0.09 -3.43 0.78
H 1.20 -2.60 3.03
H 2.92 -2.17 4.76
H 4.98 -1.06 5.37
H 4.41 0.59 5.53
H 5.67 0.21 4.35
H 4.19 1.28 2.60
H 4.68 1.34 0.35
H 3.91 2.77 -1.84
H 1.19 2.50 -1.87
H -4.69 -2.28 0.69
H -4.95 -0.67 2.29
H -5.11 2.04 2.50
H -2.91 2.94 1.14
C -3.45 6.06 -0.85
O -2.67 4.88 -0.79
C -2.55 4.15 -1.93
C -3.11 4.47 -3.14
C -2.97 3.62 -4.25
C -2.30 2.44 -4.13
C -1.71 2.06 -2.90
C -1.01 0.84 -2.85
N -0.44 0.31 -1.78
N 0.33 -0.77 -2.01
C 1.32 -1.24 -1.59
O 0.96 -1.34 0.79
C 2.52 -1.91 -1.49
C 2.74 -2.99 -0.61
C 3.98 -3.58 -0.54
C 5.03 -3.11 -1.32
C 4.83 -2.04 -2.18
C 3.60 -1.44 -2.28
C -1.77 2.96 -1.78
O -1.15 2.76 -0.68
H -3.52 6.42 0.17
H -4.46 5.85 -1.23
H -2.98 6.82 -1.48
H -3.67 5.39 -3.26
H -3.40 3.90 -5.20
H -2.20 1.78 -4.99
H -0.89 0.31 -3.79
H 1.92 -3.33 0.00
H 4.13 -4.41 0.13
H 6.00 -3.58 -1.25
H 5.65 -1.68 -2.79
H 3.44 -0.61 -2.95

83
Properties=species:S:1:pos:R:3 method="wB97M-V/def2-TZVPD" total_charge=0 lumo_ev="-0.69 / -0.82" multiplicity=4
V -0.06 -0.52 0.44
O 0.81 -3.87 2.85
C 0.53 -2.94 1.92
O 0.07 -1.81 2.25
C 0.75 -3.28 0.56
C 1.29 -4.46 0.02
C 1.40 -4.58 -1.34
C 0.99 -3.50 -2.19
C 0.51 -2.37 -1.62
N 0.38 -2.25 -0.28
C 0.20 -1.06 -2.33
O 0.22 -0.96 -3.53
O -0.04 -0.09 -1.47
H 0.60 -3.47 3.71
H 1.62 -5.25 0.69
H 1.81 -5.48 -1.77
H 1.09 -3.55 -3.27
C 3.50 -1.65 0.02
C 3.20 -0.76 1.19
C 4.20 -0.57 2.18
C 4.01 0.31 3.19
C 2.80 1.05 3.26
C 2.49 2.03 4.23
Br 3.73 2.43 5.61
C 1.31 2.69 4.20
C 0.36 2.40 3.21
Br -1.28 3.33 3.19
C 0.58 1.45 2.25
O -0.29 1.12 1.31
C 1.84 0.77 2.27
N 2.05 -0.14 1.26
H 4.44 -1.34 -0.43
H 2.72 -1.59 -0.73
H 3.61 -2.69 0.33
H 5.13 -1.12 2.10
H 4.77 0.47 3.94
H 1.09 3.45 4.95
C 1.05 3.07 -0.95
N 1.60 4.23 -1.67
C 2.78 4.70 -0.93
N 3.81 3.65 -0.80
C 3.20 2.51 -0.12
N 2.03 1.99 -0.83
C 2.45 1.60 -2.18
N 3.04 2.72 -2.92
C 2.04 3.78 -2.99
C 4.19 3.22 -2.16
H 0.18 2.69 -1.50
H 0.73 3.38 0.04
H 2.48 5.02 0.06
H 3.21 5.55 -1.46
H 2.90 2.82 0.88
H 3.94 1.71 -0.03
H 1.58 1.22 -2.73
H 3.18 0.79 -2.10
H 1.17 3.41 -3.55
H 2.46 4.63 -3.53
H 4.63 4.06 -2.69
H 4.93 2.43 -2.08
N -7.15 0.15 -0.46
C -8.47 -0.06 -0.09
C -9.68 0.32 -0.67
C -10.82 -0.10 -0.02
C -10.77 -0.86 1.16
C -9.56 -1.22 1.72
C -8.39 -0.81 1.08
N -7.06 -1.05 1.41
C -6.37 -0.47 0.48
C -4.90 -0.49 0.42
C -4.18 0.12 -0.60
C -2.81 0.03 -0.61
N -2.12 -0.63 0.33
C -2.81 -1.19 1.33
C -4.19 -1.14 1.41
H -6.83 0.67 -1.25
H -9.72 0.90 -1.58
H -11.79 0.17 -0.43
H -11.69 -1.16 1.64
H -9.51 -1.80 2.63
H -4.67 0.66 -1.40
H -2.22 0.48 -1.40
H -2.23 -1.68 2.10
H -4.71 -1.61 2.23

80
Properties=species:S:1:pos:R:3 method="wB97M-V/def2-TZVPD" e_above_lowest_kj_mol=115.37 total_charge=-2 lumo_ev="4.11 / 4.11" multiplicity=3
Ti -0.23 0.42 1.60
O 3.37 2.63 1.99
C 2.68 1.61 2.00
O 1.59 1.42 1.35
C 3.18 0.38 2.77
C 2.96 -0.88 1.90
C 3.81 -2.04 2.44
C 3.03 -2.42 3.71
C 1.88 -1.41 3.67
O 1.63 -1.28 2.27
C 2.37 -0.01 4.05
C 1.17 0.89 4.39
O 1.25 1.65 5.35
O 0.13 0.70 3.67
H 4.23 0.54 3.01
H 3.00 -0.71 0.83
H 3.83 -2.86 1.72
H 4.84 -1.73 2.63
H 2.64 -3.44 3.65
H 3.62 -2.34 4.63
H 0.96 -1.72 4.16
H 3.02 -0.02 4.92
S -1.20 2.84 1.33
C -0.01 3.66 0.35
N 0.86 4.48 1.07
C 1.98 5.02 0.45
C 2.05 4.95 -0.91
C 1.06 4.26 -1.60
N 0.06 3.57 -0.94
H 0.90 4.25 2.05
H 2.74 5.44 1.09
H 2.90 5.38 -1.43
H 1.07 4.17 -2.68
Br 0.22 -4.20 1.04
C -1.28 -3.35 1.87
C -2.54 -3.67 1.41
C -3.61 -3.11 2.10
C -3.36 -2.28 3.18
C -2.05 -1.99 3.51
N -1.02 -2.54 2.86
H -2.68 -4.31 0.55
H -4.62 -3.32 1.78
H -4.17 -1.80 3.73
H -1.80 -1.27 4.28
F -2.10 0.03 1.90
N -0.09 -0.56 -0.15
P -0.68 -0.27 -1.53
C -1.33 -1.78 -2.36
C -2.61 -1.93 -2.88
C -3.03 -3.15 -3.41
C -2.16 -4.23 -3.43
C -0.87 -4.09 -2.92
C -0.47 -2.88 -2.38
C 0.56 0.33 -2.73
C 1.66 0.99 -2.19
C 2.66 1.46 -3.01
C 2.59 1.26 -4.39
C 1.50 0.59 -4.94
C 0.49 0.13 -4.11
C -2.09 0.88 -1.69
C -3.19 0.64 -0.88
C -4.28 1.49 -0.90
C -4.27 2.61 -1.73
C -3.16 2.87 -2.53
C -2.07 2.01 -2.50
H -3.30 -1.09 -2.87
H -4.03 -3.25 -3.81
H -2.48 -5.18 -3.84
H -0.19 -4.93 -2.91
H 0.52 -2.77 -1.95
H 1.69 1.15 -1.11
H 3.50 2.00 -2.58
H 3.38 1.63 -5.03
H 1.44 0.44 -6.01
H -0.36 -0.39 -4.54
H -3.16 -0.19 -0.17
H -5.12 1.31 -0.25
H -5.11 3.29 -1.73
H -3.13 3.76 -3.14
H -1.20 2.24 -3.09